Record 1
{
  "formula": "C20H28NO2",
  "method": "ωB97M-V with the def2-TZVPD basis set",
  "spin_multiplicity": 1,
  "smiles": "CC(C)c1ccc(OC[C@H](O)C[NH2+][C@@H](C)c2ccccc2)cc1",
  "e_tot_ev": -26773.6950,
  "de_lowest_kcal_mol": 9.3,
  "molar_mass_da": 314.4,
  "total_charge": 1,
  "e_homo_ev": -11.38,
  "species": ["C", "C", "C", "C", "C", "C", "C", "O", "C", "C", "O", "C", "N", "C", "C", "C", "C", "C", "C", "C", "C", "C", "C", "H", "H", "H", "H", "H", "H", "H", "H", "H", "H", "H", "H", "H", "H", "H", "H", "H", "H", "H", "H", "H", "H", "H", "H", "H", "H", "H", "H"],
  "xyz": [[0.7747, -4.8783, -4.3618], [1.9112, -4.2807, -3.5294], [2.7901, -5.3848, -2.9374], [1.3704, -3.3930, -2.4384], [1.7133, -2.0469, -2.3840], [1.2280, -1.2251, -1.3859], [0.3857, -1.7450, -0.4122], [-0.0482, -0.8361, 0.5571], [-0.9818, -1.2677, 1.5297], [-1.2650, -0.0848, 2.4733], [-2.1058, -0.4401, 3.5225], [-1.8426, 1.1196, 1.6909], [-0.8394, 1.6675, 0.7495], [0.1433, 2.6235, 1.3640], [1.2921, 2.8328, 0.3873], [-0.5708, 3.9053, 1.7177], [-1.2078, 4.6546, 0.7332], [-1.8598, 5.8292, 1.0624], [-1.8812, 6.2665, 2.3767], [-1.2498, 5.5259, 3.3612], [-0.6003, 4.3479, 3.0339], [0.0278, -3.0810, -0.4478], [0.5238, -3.8897, -1.4564], [0.1462, -4.0905, -4.7716], [1.1839, -5.4561, -5.1862], [0.1543, -5.5369, -3.7596], [2.5324, -3.6672, -4.1904], [3.2276, -5.9789, -3.7354], [2.2084, -6.0450, -2.2994], [3.5954, -4.9550, -2.3458], [2.3708, -1.6311, -3.1325], [1.5075, -0.1824, -1.3517], [-0.5763, -2.0978, 2.1190], [-1.9132, -1.5987, 1.0461], [-0.3248, 0.2099, 2.9528], [-2.9232, -0.8381, 3.1979], [-2.7227, 0.7948, 1.1294], [-2.1486, 1.8963, 2.3968], [-1.3048, 2.1677, -0.0146], [-0.3337, 0.8275, 0.3673], [0.5265, 2.1563, 2.2745], [0.9453, 3.2524, -0.5537], [2.0067, 3.5293, 0.8168], [1.8099, 1.8959, 0.1937], [-1.1879, 4.3400, -0.3022], [-2.3470, 6.4052, 0.2914], [-2.3865, 7.1847, 2.6307], [-1.2618, 5.8629, 4.3855], [-0.1068, 3.7744, 3.8047], [-0.6240, -3.5091, 0.2969], [0.2383, -4.9297, -1.4662]]
}


Record 2
{
  "formula": "C20H29CdO4",
  "method": "ωB97M-V with the def2-TZVPD basis set",
  "spin_multiplicity": 1,
  "e_tot_ev": -33962.1057,
  "de_lowest_kcal_mol": 34.0,
  "molar_mass_da": 445.9,
  "total_charge": -1,
  "e_homo_ev": -3.16,
  "species": ["O", "C", "C", "H", "H", "C", "H", "H", "C", "H", "H", "H", "C", "H", "H", "H", "Cd", "C", "C", "C", "H", "C", "C", "H", "H", "H", "H", "C", "C", "C", "H", "C", "C", "H", "H", "H", "H", "O", "C", "C", "H", "H", "C", "H", "H", "C", "H", "H", "H", "H", "O", "C", "O", "H"],
  "xyz": [[0.3426, 0.0259, -0.4393], [-0.6601, 0.1560, -1.5074], [0.1556, 1.1889, -2.2578], [-1.5815, 0.5489, -1.0771], [-0.8113, -0.8100, -2.0059], [1.1200, 1.1103, -1.0461], [-0.3242, 2.1708, -2.3655], [0.5129, 0.8232, -3.2234], [1.0414, 2.3348, -0.1356], [-0.0181, 2.5976, 0.0319], [1.5336, 3.1936, -0.6299], [1.5446, 2.1829, 0.8315], [2.5002, 0.5871, -1.3685], [2.4048, -0.2540, -2.0662], [3.0064, 0.2061, -0.4645], [3.1341, 1.3772, -1.7962], [-0.2651, -1.1512, 1.6573], [3.0358, -3.6075, 0.8429], [1.7605, -3.8113, 1.4017], [0.7807, -3.2029, 0.5376], [1.5278, -4.3019, 2.3550], [1.5065, -2.6450, -0.5695], [2.8836, -2.8736, -0.3738], [3.6795, -2.5594, -1.0424], [3.9834, -3.9302, 1.2680], [-0.2849, -3.4523, 0.5278], [1.0654, -2.1637, -1.4390], [2.7142, -1.8121, 3.4947], [3.4044, -1.1881, 2.4144], [2.6673, -0.0696, 2.0090], [4.3155, -1.5350, 1.9393], [1.4596, -0.0072, 2.7955], [1.5459, -1.0883, 3.7569], [0.8167, -1.2738, 4.5615], [3.0494, -2.7159, 4.0109], [2.9772, 0.6798, 1.2877], [0.8665, 0.9042, 2.9222], [-2.6613, 2.3159, -1.2422], [-2.5159, 3.2423, -2.3629], [-3.8947, 3.7178, -2.8652], [-2.0299, 2.7122, -3.2166], [-1.8542, 4.0813, -2.0532], [-4.8730, 2.7077, -2.2202], [-3.9125, 3.6820, -3.9571], [-4.0425, 4.7563, -2.5551], [-4.0386, 1.8775, -1.2329], [-5.3125, 2.0439, -2.9673], [-5.6872, 3.2337, -1.7167], [-4.0169, 0.8156, -1.5272], [-4.4483, 1.9729, -0.2153], [-3.0525, -3.8546, 3.6233], [-2.0409, -3.2204, 3.3386], [-1.8780, -2.3866, 2.3400], [-1.1319, -3.3316, 3.9924]]
}


Record 3
{
  "formula": "C20H29ClIO7PS",
  "method": "ωB97M-V with the def2-TZVPD basis set",
  "spin_multiplicity": 1,
  "smiles": "CC[C@@H](I)[C@@]1(P(C)O)[C@@H](c2ccccc2)OC(=O)[C@]1(C)C[C@H](C)Cl.O=S1(=O)OCCO1",
  "e_tot_ev": -76274.5321,
  "molar_mass_da": 606.8,
  "e_homo_ev": -8.24,
  "species": ["C", "C", "C", "I", "C", "P", "C", "O", "C", "C", "C", "C", "C", "C", "C", "O", "C", "O", "C", "C", "C", "C", "C", "Cl", "H", "H", "H", "H", "H", "H", "H", "H", "H", "H", "H", "H", "H", "H", "H", "H", "H", "H", "H", "H", "H", "H", "H", "H", "H", "O", "S", "O", "O", "C", "C", "O", "H", "H", "H", "H"],
  "xyz": [[0.9170, -2.5941, 1.8261], [0.4284, -1.3454, 0.8255], [1.4869, -1.3444, -0.4292], [1.2304, -3.3527, -1.3716], [1.3261, -0.1088, -1.4903], [2.8931, -0.1119, -2.6568], [4.4949, -0.4586, -1.6825], [2.7948, -1.4352, -3.8153], [0.1616, -0.1994, -2.6760], [-1.4188, -0.2375, -2.2913], [-2.3545, 1.1358, -2.4853], [-3.9915, 1.1614, -2.1414], [-4.8023, -0.1493, -1.5567], [-3.8860, -1.5318, -1.3756], [-2.2622, -1.5627, -1.7470], [0.4157, 1.1178, -3.3503], [0.8970, 2.1461, -2.3680], [0.9203, 3.4404, -2.7244], [1.2908, 1.4576, -0.8931], [-0.0706, 1.8949, -0.0243], [2.7046, 2.2099, -0.5725], [2.6564, 3.5714, 0.3037], [3.0014, 4.9042, -0.6395], [4.0341, 3.4837, 1.5933], [2.1030, -2.7156, 1.7994], [0.6068, -2.3522, 2.9514], [0.3645, -3.6108, 1.5704], [-0.6795, -1.5896, 0.5441], [0.5770, -0.3730, 1.4585], [2.5668, -1.4160, 0.0759], [5.2897, 0.3785, -1.9848], [4.9824, -1.4787, -2.0652], [4.4042, -0.4108, -0.5183], [3.4339, -2.1633, -3.4924], [0.2396, -1.1042, -3.4508], [-1.9278, 2.1591, -2.8936], [-4.6250, 2.1531, -2.3146], [-5.9412, -0.0950, -1.2911], [-4.4815, -2.4721, -0.9690], [-1.7307, -2.5946, -1.6055], [0.3349, 2.1232, 1.0756], [-0.5818, 2.8223, -0.5230], [-0.8381, 1.0247, 0.1050], [3.3505, 2.4783, -1.5413], [3.3725, 1.4272, 0.0328], [1.6902, 3.8126, 0.8971], [3.8974, 4.6613, -1.3556], [2.0284, 5.2464, -1.2009], [3.2488, 5.7710, 0.1412], [-4.2259, -0.5381, 2.5945], [-3.6243, -1.8379, 2.7932], [-3.4685, -2.8040, 1.7308], [-4.3772, -2.5605, 4.0458], [-3.4233, -2.8674, 5.0612], [-2.3227, -1.8197, 4.9168], [-2.1760, -1.6237, 3.5123], [-3.0365, -3.8740, 4.8722], [-3.8938, -2.8385, 6.0476], [-1.3787, -2.1433, 5.3617], [-2.6260, -0.8658, 5.3610]]
}


Record 4
{
  "formula": "C20H29FN4O",
  "method": "ωB97M-V with the def2-TZVPD basis set",
  "spin_multiplicity": 1,
  "smiles": "CC(C)c1cc(CN2CCN(Cc3ccc(F)cc3)[C@H](CCO)C2)[nH]n1",
  "e_tot_ev": -31935.5407,
  "de_lowest_kcal_mol": 5.5,
  "molar_mass_da": 360.5,
  "e_homo_ev": -8.14,
  "species": ["C", "C", "C", "C", "C", "C", "C", "N", "C", "C", "N", "C", "C", "C", "C", "C", "F", "C", "C", "C", "C", "C", "O", "C", "N", "N", "H", "H", "H", "H", "H", "H", "H", "H", "H", "H", "H", "H", "H", "H", "H", "H", "H", "H", "H", "H", "H", "H", "H", "H", "H", "H", "H", "H", "H"],
  "xyz": [[-5.2355, -1.2825, 0.7570], [-4.2924, -1.5739, -0.4056], [-4.4210, -0.4944, -1.4835], [-2.8761, -1.6811, 0.0655], [-1.7610, -2.0929, -0.6934], [-0.6943, -2.0799, 0.1776], [0.7514, -2.3988, -0.0333], [1.6194, -1.2442, -0.2258], [1.2176, -0.4143, -1.3455], [2.3063, 0.6330, -1.5955], [2.6356, 1.4436, -0.4414], [1.8880, 2.6836, -0.3036], [0.4116, 2.5535, 0.0014], [-0.5203, 2.5051, -1.0298], [-1.8692, 2.3472, -0.7689], [-2.2826, 2.2353, 0.5457], [-3.5974, 2.1029, 0.8125], [-1.3851, 2.2855, 1.5954], [-0.0412, 2.4521, 1.3128], [2.8170, 0.6740, 0.7778], [4.2613, 0.1529, 0.9190], [4.6827, -1.0246, 0.0351], [5.7982, -1.7004, 0.5775], [1.7627, -0.4320, 0.9663], [-1.1983, -1.6614, 1.3640], [-2.5094, -1.4230, 1.3078], [-5.1482, -2.0536, 1.5172], [-4.9784, -0.3290, 1.2089], [-6.2647, -1.2430, 0.4073], [-4.5603, -2.5400, -0.8546], [-4.2455, 0.4837, -1.0458], [-5.4230, -0.5053, -1.9069], [-3.7032, -0.6564, -2.2849], [-1.7473, -2.3758, -1.7263], [0.8434, -3.0237, -0.9260], [1.1394, -2.9611, 0.8223], [0.2466, 0.0745, -1.1602], [1.1199, -1.0491, -2.2292], [3.2138, 0.1068, -1.9017], [2.0042, 1.2915, -2.4115], [2.0131, 3.2322, -1.2419], [2.3715, 3.2626, 0.4892], [-0.1891, 2.5989, -2.0539], [-2.5933, 2.3169, -1.5677], [-1.7427, 2.2018, 2.6094], [0.6641, 2.5136, 2.1294], [2.6895, 1.3737, 1.6124], [4.9350, 0.9966, 0.7471], [4.3864, -0.1710, 1.9561], [3.8843, -1.7647, -0.0191], [4.9166, -0.6816, -0.9806], [6.5288, -1.0767, 0.6555], [0.8055, 0.0487, 1.2372], [2.0745, -1.0782, 1.7913], [-0.7091, -1.5574, 2.2383]]
}


Record 5
{
  "formula": "C20H29N2O2PS2Ta",
  "method": "ωB97M-V with the def2-TZVPD basis set",
  "spin_multiplicity": 1,
  "e_tot_ev": -60787.8363,
  "molar_mass_da": 605.5,
  "total_charge": -1,
  "e_homo_ev": -4.14,
  "species": ["C", "C", "P", "C", "C", "Ta", "C", "C", "C", "S", "C", "S", "N", "C", "C", "C", "C", "C", "C", "C", "C", "C", "C", "C", "C", "O", "N", "O", "H", "H", "H", "H", "H", "H", "H", "H", "H", "H", "H", "H", "H", "H", "H", "H", "H", "H", "H", "H", "H", "H", "H", "H", "H", "H", "H", "H", "H"],
  "xyz": [[-4.0883, 2.4880, -2.8349], [-4.1502, 0.9201, -3.0305], [-2.4741, 0.0525, -3.0998], [-2.2882, -1.0155, -4.6448], [-2.6681, -2.5427, -4.3468], [-0.4512, 1.6768, -3.1602], [0.9114, -0.0935, -2.6060], [0.9672, -0.4587, -1.0660], [-0.0536, -1.5871, -0.6218], [-1.2483, -1.1165, 0.7050], [-0.4317, -0.1055, 2.0016], [-0.9382, 1.4618, 2.1319], [0.5650, -0.6920, 2.8799], [0.7511, 0.0336, 4.1245], [0.0622, -0.5165, 5.3062], [0.2230, 0.1156, 6.6029], [1.0545, 1.2990, 6.8238], [1.7128, 1.8680, 5.6457], [1.5522, 1.2272, 4.3326], [1.8071, -1.0235, 2.2016], [2.7480, -0.0849, 1.6187], [4.0045, -0.4913, 0.9605], [4.2798, -1.9256, 0.9280], [3.3679, -2.9229, 1.4682], [2.1267, -2.4608, 2.0982], [-0.8784, 2.2055, -1.1459], [-0.2432, 3.3426, -0.7561], [0.8049, 3.0913, -0.2397], [-5.1379, 2.8624, -2.6736], [-3.4327, 2.7775, -1.9755], [-3.7104, 2.9994, -3.7603], [-4.8213, 0.6787, -3.8970], [-4.6753, 0.5214, -2.1112], [-1.1837, -1.0321, -4.8767], [-2.7910, -0.6111, -5.5591], [-1.9590, -3.1697, -4.9650], [-2.5086, -2.8100, -3.2668], [-3.7102, -2.7448, -4.7003], [-1.4497, 3.1263, -3.7131], [-0.1417, 1.3242, -4.9622], [1.0553, 2.7799, -3.0631], [0.5527, -0.9955, -3.1961], [1.9617, 0.1169, -2.9494], [0.8570, 0.4168, -0.3795], [1.9967, -0.8783, -0.8644], [0.5279, -2.4941, -0.2852], [-0.6542, -1.9366, -1.5071], [-0.5693, -1.4329, 5.2332], [-0.2889, -0.3256, 7.4907], [1.2085, 1.7817, 7.8120], [2.3520, 2.7689, 5.7930], [2.0852, 1.7045, 3.4854], [2.5422, 1.0088, 1.6332], [4.6791, 0.2760, 0.5259], [5.2453, -2.2408, 0.4550], [3.5383, -4.0201, 1.4661], [1.4072, -3.1973, 2.5344]]
}


Please write out number 3 again, unchanged.
{
  "formula": "C20H29ClIO7PS",
  "method": "ωB97M-V with the def2-TZVPD basis set",
  "spin_multiplicity": 1,
  "smiles": "CC[C@@H](I)[C@@]1(P(C)O)[C@@H](c2ccccc2)OC(=O)[C@]1(C)C[C@H](C)Cl.O=S1(=O)OCCO1",
  "e_tot_ev": -76274.5321,
  "molar_mass_da": 606.8,
  "e_homo_ev": -8.24,
  "species": ["C", "C", "C", "I", "C", "P", "C", "O", "C", "C", "C", "C", "C", "C", "C", "O", "C", "O", "C", "C", "C", "C", "C", "Cl", "H", "H", "H", "H", "H", "H", "H", "H", "H", "H", "H", "H", "H", "H", "H", "H", "H", "H", "H", "H", "H", "H", "H", "H", "H", "O", "S", "O", "O", "C", "C", "O", "H", "H", "H", "H"],
  "xyz": [[0.9170, -2.5941, 1.8261], [0.4284, -1.3454, 0.8255], [1.4869, -1.3444, -0.4292], [1.2304, -3.3527, -1.3716], [1.3261, -0.1088, -1.4903], [2.8931, -0.1119, -2.6568], [4.4949, -0.4586, -1.6825], [2.7948, -1.4352, -3.8153], [0.1616, -0.1994, -2.6760], [-1.4188, -0.2375, -2.2913], [-2.3545, 1.1358, -2.4853], [-3.9915, 1.1614, -2.1414], [-4.8023, -0.1493, -1.5567], [-3.8860, -1.5318, -1.3756], [-2.2622, -1.5627, -1.7470], [0.4157, 1.1178, -3.3503], [0.8970, 2.1461, -2.3680], [0.9203, 3.4404, -2.7244], [1.2908, 1.4576, -0.8931], [-0.0706, 1.8949, -0.0243], [2.7046, 2.2099, -0.5725], [2.6564, 3.5714, 0.3037], [3.0014, 4.9042, -0.6395], [4.0341, 3.4837, 1.5933], [2.1030, -2.7156, 1.7994], [0.6068, -2.3522, 2.9514], [0.3645, -3.6108, 1.5704], [-0.6795, -1.5896, 0.5441], [0.5770, -0.3730, 1.4585], [2.5668, -1.4160, 0.0759], [5.2897, 0.3785, -1.9848], [4.9824, -1.4787, -2.0652], [4.4042, -0.4108, -0.5183], [3.4339, -2.1633, -3.4924], [0.2396, -1.1042, -3.4508], [-1.9278, 2.1591, -2.8936], [-4.6250, 2.1531, -2.3146], [-5.9412, -0.0950, -1.2911], [-4.4815, -2.4721, -0.9690], [-1.7307, -2.5946, -1.6055], [0.3349, 2.1232, 1.0756], [-0.5818, 2.8223, -0.5230], [-0.8381, 1.0247, 0.1050], [3.3505, 2.4783, -1.5413], [3.3725, 1.4272, 0.0328], [1.6902, 3.8126, 0.8971], [3.8974, 4.6613, -1.3556], [2.0284, 5.2464, -1.2009], [3.2488, 5.7710, 0.1412], [-4.2259, -0.5381, 2.5945], [-3.6243, -1.8379, 2.7932], [-3.4685, -2.8040, 1.7308], [-4.3772, -2.5605, 4.0458], [-3.4233, -2.8674, 5.0612], [-2.3227, -1.8197, 4.9168], [-2.1760, -1.6237, 3.5123], [-3.0365, -3.8740, 4.8722], [-3.8938, -2.8385, 6.0476], [-1.3787, -2.1433, 5.3617], [-2.6260, -0.8658, 5.3610]]
}